No. 1
Below is a molecular structure, C31H37AsN3O2ReS, with properties calculated with ωB97M-V with the def2-TZVPD basis set.

```
76
Properties=species:S:1:pos:R:3:mulliken_charge:R:1
Re 0.5472 0.0338 -0.1765 1.511
C -1.3317 2.8183 1.0351 -1.189
C -1.6211 2.3206 -0.3763 1.051
C -3.0747 2.6061 -0.7520 -1.644
C -1.3757 0.8016 -0.5256 -1.120
H -1.4623 3.8987 1.0980 0.462
H -0.3244 2.5745 1.3831 -0.094
H -2.0317 2.3679 1.7424 0.364
H -0.9840 2.8570 -1.0936 0.035
H -3.7539 2.1039 -0.0598 0.371
H -3.3050 2.2691 -1.7630 0.444
H -3.2801 3.6755 -0.6976 0.446
H -1.7462 0.4611 -1.5035 0.524
H -2.0327 0.3124 0.2070 0.578
C 0.9405 -6.1573 0.8161 -0.628
C 0.7147 -5.9111 -0.5317 -0.768
C 0.1678 -4.6977 -0.9371 -0.058
C -0.1369 -3.7339 0.0209 0.393
C 0.0741 -3.9834 1.3751 -0.328
C 0.6121 -5.1990 1.7701 -0.851
As -0.9230 -2.0650 -0.5134 1.074
C -1.2349 -2.0991 -2.3948 0.100
C -0.3141 -2.0760 -3.4321 -0.401
C -0.7838 -2.1106 -4.7391 -0.898
C -2.1518 -2.1594 -4.9792 -0.811
C -3.0672 -2.1703 -3.9339 -0.708
C -2.6183 -2.1354 -2.6199 0.479
C -3.4707 -2.1411 -1.4075 0.818
C -4.8575 -2.2083 -1.3936 -0.842
C -5.5355 -2.2073 -0.1814 -0.821
C -4.8501 -2.1421 1.0256 -0.869
C -3.4630 -2.0759 1.0349 -0.581
C -2.7985 -2.0793 -0.1790 -0.084
H 1.3471 -7.1101 1.1287 0.475
H 0.9364 -6.6727 -1.2678 0.479
H -0.0484 -4.5280 -1.9849 0.430
H -0.2005 -3.2505 2.1271 0.477
H 0.7555 -5.4121 2.8213 0.485
H 0.7544 -2.0576 -3.2416 0.506
H -0.0890 -2.1091 -5.5677 0.474
H -2.5123 -2.1940 -5.9985 0.461
H -4.1256 -2.2124 -4.1536 0.461
H -5.4178 -2.2661 -2.3171 0.448
H -6.6157 -2.2619 -0.1777 0.454
H -5.3972 -2.1499 1.9582 0.467
H -2.9289 -2.0331 1.9762 0.477
C 2.4932 0.5335 4.1349 -0.960
N 2.6408 -0.4736 3.0617 0.142
C 3.5607 -1.4926 3.1649 -0.390
C 3.7209 -2.3947 2.1816 -1.155
C 2.8934 -2.3122 1.0181 0.576
N 1.9684 -1.3243 0.9497 0.226
C 1.9089 -0.4258 1.9492 0.529
O 1.0683 0.5254 1.7101 -0.724
N 3.0356 -3.1582 0.0244 -0.129
H 2.5792 0.0247 5.0911 0.410
H 1.5115 0.9885 4.0582 0.321
H 3.2723 1.2864 4.0399 0.337
H 4.1387 -1.5092 4.0789 0.529
H 4.4560 -3.1803 2.2778 0.476
H 3.7098 -3.9059 0.0891 0.310
H 2.3494 -3.2236 -0.7136 0.112
O 2.3912 0.8394 -0.6871 -0.810
S 1.5612 2.1476 -0.8743 0.791
C 2.3034 3.4863 0.0896 -0.753
C 2.4017 4.6406 -0.9104 -0.629
C 2.8113 4.0293 -2.2502 -0.674
C 1.8528 2.8660 -2.5111 -0.733
H 3.2837 3.0919 0.3694 0.473
H 1.6912 3.6627 0.9707 0.384
H 3.1248 5.3703 -0.5493 0.386
H 1.4391 5.1489 -0.9943 0.331
H 3.8392 3.6661 -2.2160 0.309
H 2.7363 4.7477 -3.0649 0.409
H 2.2262 2.0525 -3.1340 0.461
H 0.8734 3.1856 -2.8721 0.397
```

Properties
LUMO (spin up / spin down)	-9.7617 / -10.0166	eV
relative energy (zero: lowest compared OMol25 entry of this formula, charge and spin)	0.00	kJ/mol
molecular weight	776.852	g/mol
spin multiplicity	2
HOMO level (spin up / spin down)	-0.5812 / -0.5812	Ha
frontier orbital gap (spin up / spin down)	6.05 / 5.80	eV
E	-4229.499406	a.u.
total charge	+3


No. 2
Below is a single C4H6O2 molecule, with properties calculated with ωB97M-V with the def2-TZVPD basis set.

```
12
Properties=species:S:1:pos:R:3:mulliken_charge:R:1
O 1.5396 -0.8068 -1.0872 -0.550
C 0.3051 -0.7254 -0.4394 0.137
C 0.2158 -0.2950 1.0678 -0.696
C -0.8244 0.7319 0.6356 -0.058
O -0.1392 1.6195 -0.2453 -0.412
C -0.6620 0.4064 -0.7841 -0.457
H 1.8172 0.0904 -1.3086 0.339
H -0.1908 -1.6907 -0.5750 0.336
H -0.1396 -1.0921 1.7259 0.269
H 1.1207 0.1596 1.4800 0.264
H -1.7010 1.1035 1.1561 0.418
H -1.3413 0.4988 -1.6258 0.410
```

Properties
LUMO	1.0506	eV
relative energy (zero: lowest compared OMol25 entry of this formula, charge and spin)	244.48	kJ/mol
molecular weight	86.090	g/mol
HOMO level	-0.3655	Ha
SMILES	O[C@H]1C[C@H]2O[C@@H]12
frontier orbital gap	11.00	eV
E	-306.413177	a.u.
total charge	0


No. 3
Below is 2 unconnected molecules or ions with the total composition C7H9Cl at a distorted geometry, with properties calculated with ωB97M-V with the def2-TZVPD basis set.

```
17
Properties=species:S:1:pos:R:3:mulliken_charge:R:1
C 4.0095 0.0423 0.5601 -0.417
C 2.9467 -0.5250 0.2002 0.058
C 1.8229 -1.1249 0.1388 -0.405
C 0.3365 0.2082 -0.9242 -0.161
C -2.2009 0.7511 -0.9267 -1.344
C -1.1545 -0.3018 1.1162 -0.945
C -1.0846 -0.1414 -0.4598 0.503
Cl 0.8309 1.6972 -1.3642 -0.120
H 4.9117 0.6048 0.9166 0.346
H 1.3719 -2.1132 0.3645 0.382
H -2.5129 0.6531 -1.9931 0.331
H -1.8889 1.8143 -0.7973 0.336
H -3.1233 0.4573 -0.4375 0.363
H -0.7919 0.7175 1.3811 0.266
H -0.2376 -0.9923 1.2219 0.190
H -2.0078 -0.5919 1.7840 0.349
H -1.2278 -1.1552 -0.7806 0.266
```

Properties
LUMO (spin up / spin down)	0.0002 / -0.4404	eV
relative energy (zero: lowest compared OMol25 entry of this formula, charge and spin)	753.33	kJ/mol
molecular weight	128.602	g/mol
HOMO level (spin up / spin down)	-0.3020 / -0.2825	Ha
frontier orbital gap (spin up / spin down)	8.22 / 7.25	eV
E	-732.004178	a.u.
total charge	0


No. 4
Below is a single C4H9NO2 molecule at a distorted geometry, with properties calculated with ωB97M-V with the def2-TZVPD basis set.

```
16
Properties=species:S:1:pos:R:3:mulliken_charge:R:1
N -0.7207 1.5939 0.0790 -0.598
C -0.6935 0.1258 0.3805 -0.298
C 0.2142 -0.1711 1.7053 0.046
O 0.4472 0.6038 2.6854 -0.544
C 0.7173 -0.7971 -0.2209 -0.613
C 0.6574 -0.5652 -1.8823 -0.502
O -0.6133 -0.8674 -2.3387 -0.521
H -1.0986 2.0194 0.9054 0.285
H 0.2362 1.9295 0.1521 0.288
H -1.6607 -0.3563 0.3533 0.443
H 0.2559 -1.3063 1.8397 0.291
H 0.4723 -1.8623 -0.1095 0.364
H 1.6538 -0.2389 0.0869 0.385
H 1.4565 -1.2579 -2.2135 0.360
H 0.8771 0.5895 -2.1444 0.263
H -1.1919 -0.1189 -2.0926 0.350
```

Properties
LUMO	0.7195	eV
relative energy (zero: lowest compared OMol25 entry of this formula, charge and spin)	464.61	kJ/mol
molecular weight	103.121	g/mol
HOMO level	-0.3360	Ha
SMILES	N[C@H](C=O)CCO
frontier orbital gap	9.86	eV
E	-362.908573	a.u.
total charge	0


Copy entry 3 word for word.
Below is 2 unconnected molecules or ions with the total composition C7H9Cl at a distorted geometry, with properties calculated with ωB97M-V with the def2-TZVPD basis set.

```
17
Properties=species:S:1:pos:R:3:mulliken_charge:R:1
C 4.0095 0.0423 0.5601 -0.417
C 2.9467 -0.5250 0.2002 0.058
C 1.8229 -1.1249 0.1388 -0.405
C 0.3365 0.2082 -0.9242 -0.161
C -2.2009 0.7511 -0.9267 -1.344
C -1.1545 -0.3018 1.1162 -0.945
C -1.0846 -0.1414 -0.4598 0.503
Cl 0.8309 1.6972 -1.3642 -0.120
H 4.9117 0.6048 0.9166 0.346
H 1.3719 -2.1132 0.3645 0.382
H -2.5129 0.6531 -1.9931 0.331
H -1.8889 1.8143 -0.7973 0.336
H -3.1233 0.4573 -0.4375 0.363
H -0.7919 0.7175 1.3811 0.266
H -0.2376 -0.9923 1.2219 0.190
H -2.0078 -0.5919 1.7840 0.349
H -1.2278 -1.1552 -0.7806 0.266
```

Properties
LUMO (spin up / spin down)	0.0002 / -0.4404	eV
relative energy (zero: lowest compared OMol25 entry of this formula, charge and spin)	753.33	kJ/mol
molecular weight	128.602	g/mol
HOMO level (spin up / spin down)	-0.3020 / -0.2825	Ha
frontier orbital gap (spin up / spin down)	8.22 / 7.25	eV
E	-732.004178	a.u.
total charge	0